(1)
DFT (ωB97M-V with the def2-TZVPD basis set) results for a structure of composition C19H23N6OReS.

Calculated values
Net charge: +3
LUMO level (spin up / spin down): -12.03 / -12.00 eV
⟨S²⟩: 0.78
Spin multiplicity: 2
E: -44001.087 eV
Gap between HOMO and LUMO (spin up / spin down): 5.7334 / 5.7667 eV

Positions of all 51 atoms, in Å:
Re  0.121  0.419  -1.539
C  0.256  -3.481  -3.408
C  0.467  -2.287  -2.564
N  -0.103  -1.138  -2.819
N  -0.766  -1.014  -4.022
C  -0.545  0.150  -4.546
N  -0.969  0.531  -5.734
S  0.389  1.353  -3.527
C  1.425  -2.209  -1.458
C  2.218  -3.251  -1.031
C  3.255  -2.988  -0.136
C  3.470  -1.688  0.290
C  2.606  -0.694  -0.133
N  1.597  -0.949  -0.978
H  0.230  -3.195  -4.458
H  -0.722  -3.919  -3.183
H  1.019  -4.236  -3.246
H  -1.453  -0.123  -6.336
H  -0.771  1.448  -6.103
H  2.058  -4.252  -1.405
H  3.898  -3.791  0.200
H  4.291  -1.439  0.948
H  2.718  0.330  0.197
C  -3.006  0.087  0.527
C  -3.106  1.461  0.758
C  -2.687  2.392  -0.193
C  -2.259  1.946  -1.430
C  -2.188  0.552  -1.713
C  -2.542  -0.376  -0.690
H  -3.345  -0.619  1.273
H  -3.546  1.819  1.681
H  -2.776  3.453  0.000
H  -2.073  2.658  -2.224
H  -2.252  0.215  -2.741
H  -2.545  -1.437  -0.910
N  0.052  0.857  0.461
C  0.174  1.222  1.572
N  0.321  1.630  2.766
C  -0.817  1.927  3.688
C  -0.525  1.273  5.033
O  0.724  1.695  5.520
C  1.779  1.251  4.704
C  1.683  1.899  3.330
H  -1.733  1.537  3.252
H  -0.872  3.011  3.794
H  -0.559  0.180  4.938
H  -1.282  1.584  5.752
H  1.765  0.157  4.612
H  2.711  1.551  5.179
H  2.432  1.511  2.642
H  1.783  2.982  3.408

Löwdin population analysis, charges in e, atoms 1 to 2: 1.288, 0.042

(2)
DFT (ωB97M-V with the def2-TZVPD basis set) results for a structure of composition C19H23N8PdS.

Calculated values
Net charge: -1
LUMO level (spin up / spin down): 2.86 / 2.86 eV
E: -46312.236 eV
Gap between HOMO and LUMO (spin up / spin down): 4.5040 / 5.8747 eV

Positions of all 52 atoms, in Å:
Pd  0.688  -1.819  0.328
N  0.507  0.233  4.394
C  0.761  -0.234  3.112
S  0.614  -1.930  2.845
N  1.209  0.711  2.298
N  1.381  0.271  1.039
C  2.066  0.973  0.191
C  2.684  2.298  0.496
C  4.049  2.511  0.323
C  4.622  3.748  0.599
C  3.834  4.794  1.056
C  2.469  4.594  1.235
C  1.902  3.357  0.959
C  2.224  0.367  -1.133
C  2.515  1.154  -2.259
C  2.647  0.567  -3.498
C  2.505  -0.819  -3.601
C  2.237  -1.534  -2.453
N  2.088  -0.983  -1.235
H  -0.050  -0.382  4.960
H  0.320  1.221  4.457
H  4.664  1.695  -0.038
H  5.688  3.894  0.459
H  4.279  5.758  1.278
H  1.845  5.405  1.596
H  0.844  3.191  1.112
H  2.614  2.226  -2.138
H  2.855  1.170  -4.374
H  2.620  -1.331  -4.550
H  2.142  -2.613  -2.488
C  -2.152  -3.047  0.220
N  -3.629  -3.103  0.185
C  -4.134  -2.058  1.085
N  -3.672  -0.716  0.708
C  -2.197  -0.721  0.731
N  -1.646  -1.727  -0.190
C  -2.127  -1.439  -1.540
N  -3.600  -1.455  -1.622
C  -4.062  -2.778  -1.177
C  -4.108  -0.460  -0.667
H  -1.749  -3.803  -0.452
H  -1.800  -3.246  1.229
H  -3.796  -2.275  2.099
H  -5.226  -2.074  1.064
H  -1.835  -0.941  1.734
H  -1.826  0.260  0.435
H  -1.719  -2.182  -2.227
H  -1.764  -0.454  -1.835
H  -3.669  -3.533  -1.860
H  -5.154  -2.801  -1.220
H  -5.200  -0.468  -0.701
H  -3.756  0.528  -0.970

Löwdin population analysis, charges in e, atoms 1 to 2: 0.293, 0.009

(3)
DFT (ωB97M-V with the def2-TZVPD basis set) results for the molecule C19H23NO3S.

Calculated values
LUMO level: 0.65 eV
Structure (SMILES): COc1ccc(CC(=O)NCCCSc2ccccc2)cc1OC
E: -38544.014 eV
Gap between HOMO and LUMO: 8.8676 eV

Positions of all 47 atoms, in Å:
C  2.740  -3.083  3.905
O  2.546  -2.714  2.563
C  1.916  -1.525  2.289
C  1.413  -0.686  3.277
C  0.766  0.498  2.970
C  0.605  0.886  1.650
C  -0.128  2.142  1.293
C  -1.638  1.948  1.131
O  -2.433  2.830  1.373
N  -1.994  0.730  0.676
C  -3.351  0.371  0.338
C  -3.526  0.265  -1.179
C  -3.490  1.640  -1.834
S  -2.993  1.533  -3.589
C  -1.254  1.202  -3.353
C  -0.444  2.132  -2.719
C  0.900  1.859  -2.541
C  1.438  0.665  -2.997
C  0.628  -0.254  -3.641
C  -0.719  0.012  -3.823
C  1.110  0.056  0.659
C  1.765  -1.138  0.944
O  2.173  -1.816  -0.167
C  3.039  -2.925  -0.075
H  1.789  -3.224  4.428
H  3.348  -2.348  4.443
H  3.273  -4.032  3.869
H  1.521  -0.958  4.314
H  0.387  1.118  3.768
H  0.015  2.910  2.054
H  0.238  2.535  0.341
H  -1.267  0.065  0.456
H  -3.596  -0.585  0.810
H  -4.000  1.150  0.746
H  -2.714  -0.351  -1.578
H  -4.468  -0.234  -1.411
H  -4.472  2.110  -1.832
H  -2.785  2.298  -1.328
H  -0.861  3.068  -2.377
H  1.535  2.586  -2.053
H  2.486  0.454  -2.850
H  1.043  -1.184  -3.999
H  -1.360  -0.695  -4.327
H  1.023  0.323  -0.384
H  3.957  -2.676  0.461
H  2.559  -3.777  0.409
H  3.280  -3.181  -1.107

Löwdin population analysis, charges in e, atoms 1 to 2: -0.083, -0.117

(4)
DFT (ωB97M-V with the def2-TZVPD basis set) results for the molecule C19H23NO6S in a non-equilibrium geometry.

Calculated values
LUMO level: -0.26 eV
Structure (SMILES): CCOc1ccc([C@@H](CC(=O)O)NS(=O)(=O)c2ccc(C)cc2)cc1OC
E: -44671.340 eV
Gap between HOMO and LUMO: 8.2623 eV

Positions of all 50 atoms, in Å:
C  -5.465  0.399  1.031
C  -4.889  -0.867  0.222
O  -4.245  -0.743  -1.079
C  -3.148  0.029  -0.780
C  -2.833  0.710  -1.802
C  -1.577  1.558  -2.180
C  -0.737  1.582  -1.076
C  0.589  2.249  -0.991
C  0.767  3.421  0.262
C  2.140  4.037  -0.071
O  2.688  4.214  -1.004
O  2.677  4.338  1.254
N  1.857  1.469  -1.095
S  2.482  0.923  0.501
O  3.755  1.497  0.383
O  1.520  1.105  1.672
C  2.713  -0.749  0.095
C  1.544  -1.550  -0.147
C  1.742  -2.785  -0.803
C  3.069  -3.554  -0.454
C  3.136  -4.929  -0.776
C  4.100  -2.996  -0.086
C  3.997  -1.293  0.127
C  -0.983  0.801  0.154
C  -2.252  0.307  0.272
O  -2.609  -0.548  1.255
C  -1.618  -0.782  2.357
H  -6.060  -0.021  1.790
H  -6.010  1.147  0.149
H  -4.801  1.004  1.416
H  -4.333  -1.415  0.886
H  -5.844  -1.440  -0.201
H  -3.355  0.712  -2.752
H  -1.163  2.010  -2.975
H  0.572  2.844  -2.127
H  -0.065  4.144  -0.155
H  0.575  2.860  1.024
H  3.380  4.782  1.269
H  2.524  1.667  -1.816
H  0.695  -0.902  -0.378
H  0.848  -3.607  -0.839
H  3.138  -5.232  -1.928
H  2.302  -5.551  -0.318
H  4.012  -5.566  -0.305
H  5.092  -3.321  0.079
H  4.723  -0.879  0.551
H  -0.294  0.690  1.039
H  -0.618  -0.880  2.262
H  -1.568  0.395  2.749
H  -2.166  -1.286  3.338

Löwdin population analysis, charges in e, atoms 1 to 2: -0.029, -0.204

(5)
DFT (ωB97M-V with the def2-TZVPD basis set) results for the molecule C19H23NO7S in a non-equilibrium geometry.

Calculated values
LUMO level: 0.62 eV
Structure (SMILES): CCOc1ccc(N(CC(=O)OC)S(=O)(=O)c2ccc(OC)c(OC)c2)cc1
E: -46716.724 eV
Gap between HOMO and LUMO: 8.6638 eV

Positions of all 51 atoms, in Å:
C  6.240  -1.390  1.279
C  4.963  -1.847  2.082
O  3.938  -0.841  2.293
C  3.244  -0.590  1.210
C  2.501  0.406  1.256
C  1.634  0.928  0.463
C  1.577  0.281  -0.699
N  0.436  0.296  -1.544
C  0.016  1.784  -1.812
C  -0.999  1.993  -2.897
O  -2.016  2.318  -3.118
O  -0.127  1.806  -4.045
C  -0.914  1.524  -5.290
S  -0.776  -0.800  -1.902
O  -0.307  -1.977  -1.610
O  -1.671  -0.488  -2.867
C  -1.566  -0.272  -0.151
C  -2.654  0.577  -0.290
C  -3.185  0.926  1.078
C  -2.883  0.321  2.287
O  -3.292  0.617  3.620
C  -4.164  1.580  3.684
C  -1.593  -0.437  2.282
O  -1.186  -0.918  3.507
C  0.055  -1.663  3.505
C  -1.091  -0.995  0.971
C  2.200  -1.076  -0.858
C  3.155  -1.430  0.126
H  5.836  -1.370  0.315
H  7.075  -2.285  1.396
H  6.669  -0.630  1.707
H  5.430  -2.000  3.066
H  4.597  -2.729  1.614
H  2.477  1.148  2.222
H  0.939  1.651  0.765
H  0.930  2.450  -1.813
H  -0.566  2.110  -1.024
H  -1.349  2.524  -5.337
H  -0.166  1.475  -6.191
H  -1.532  0.911  -5.098
H  -3.042  0.886  -1.165
H  -4.141  1.566  1.140
H  -4.441  1.648  4.688
H  -5.246  1.041  3.241
H  -4.059  2.368  3.223
H  0.057  -2.235  4.541
H  -0.299  -2.737  2.862
H  0.940  -1.311  2.764
H  -0.205  -1.475  1.034
H  2.062  -1.540  -1.563
H  3.754  -2.185  -0.147

Löwdin population analysis, charges in e, atoms 1 to 2: -0.031, -0.197

(6)
DFT (ωB97M-V with the def2-TZVPD basis set) results for a cluster of 3 separate species, C19H23O9 in total in a non-equilibrium geometry.

Calculated values
Net charge: -1
LUMO level: 0.48 eV
E: -38500.153 eV
Gap between HOMO and LUMO: 1.9586 eV

Positions of all 51 atoms, in Å:
C  -0.427  -3.970  1.020
C  -0.949  -2.548  1.423
C  0.161  -1.634  2.030
C  -0.248  -0.170  1.671
C  0.737  0.541  0.702
C  1.022  -0.208  -0.619
C  -0.100  -0.137  -1.689
O  -0.235  -1.380  -2.386
H  0.667  -3.989  1.032
H  -0.861  -4.778  1.618
H  -0.732  -4.165  -0.021
H  -1.751  -2.700  2.161
H  -1.320  -2.085  0.493
H  1.116  -1.896  1.535
H  -0.291  0.413  2.606
H  -1.274  -0.124  1.256
H  1.689  0.622  1.240
H  0.376  1.560  0.480
H  1.275  -1.263  -0.468
H  1.917  0.258  -1.065
H  -1.081  0.104  -1.276
H  0.179  0.638  -2.420
H  0.611  -1.640  -2.727
C  -3.475  -1.299  -3.249
C  -4.069  -1.758  -2.145
C  -5.546  -1.972  -2.077
O  -6.041  -2.409  -1.057
C  -6.341  -1.638  -3.260
C  -5.745  -1.177  -4.361
C  -4.265  -0.987  -4.435
O  -3.778  -0.579  -5.474
O  -6.439  -0.857  -5.466
O  -3.364  -2.045  -1.051
H  -2.404  -1.143  -3.301
H  -7.411  -1.780  -3.199
H  -5.772  -0.555  -6.105
H  -3.998  -2.350  -0.382
C  5.902  3.485  3.785
C  4.801  2.746  3.977
C  3.698  2.710  2.983
O  2.726  2.007  3.201
C  3.835  3.531  1.783
C  4.933  4.270  1.593
C  6.048  4.287  2.576
O  7.038  4.969  2.343
O  5.095  5.043  0.500
O  4.631  1.996  5.077
H  6.710  3.515  4.502
H  3.020  3.511  1.072
H  5.964  5.461  0.613
H  3.765  1.567  4.960

Löwdin population analysis, charges in e, atoms 1 to 2: -0.142, -0.347

(7)
DFT (ωB97M-V with the def2-TZVPD basis set) results for a structure of composition C19H24BrCl49Ga in a non-equilibrium geometry.

Calculated values
Net charge: -1
LUMO level: 1.25 eV
E: -756109.543 eV
Gap between HOMO and LUMO: 6.9517 eV

Positions of all 94 atoms, in Å:
Cl  6.119  -2.748  -3.022
C  4.543  -2.225  -3.812
C  4.095  -0.930  -3.142
C  2.604  -0.567  -3.364
Ga  1.272  -2.067  -2.959
Br  -0.241  -2.163  -4.921
H  3.864  -3.065  -3.668
H  4.805  -2.083  -4.866
H  4.246  -1.040  -2.056
H  4.748  -0.090  -3.436
H  2.416  -0.115  -4.352
H  2.372  0.232  -2.638
H  1.933  -3.514  -2.807
H  0.431  -1.682  -1.652
C  -3.141  0.784  -5.749
Cl  -3.669  0.637  -7.438
Cl  -1.696  -0.255  -5.439
Cl  -2.812  2.491  -5.359
H  -3.945  0.444  -5.108
C  -2.641  -5.560  -5.919
Cl  -1.832  -5.945  -7.441
Cl  -2.054  -3.999  -5.306
Cl  -4.409  -5.563  -6.132
H  -2.390  -6.327  -5.197
C  -1.575  1.394  -0.523
Cl  -1.630  1.083  -2.253
Cl  -3.038  0.792  0.272
Cl  -0.137  0.686  0.203
H  -1.528  2.460  -0.375
C  1.350  4.431  1.814
Cl  2.358  4.839  0.423
Cl  -0.323  4.186  1.316
Cl  1.967  3.003  2.644
H  1.378  5.260  2.510
C  -3.740  4.997  -0.969
Cl  -2.162  4.480  -1.560
Cl  -5.027  4.332  -1.977
Cl  -3.953  4.510  0.718
H  -3.790  6.077  -1.022
C  -0.462  0.065  4.664
Cl  -0.150  0.211  2.940
Cl  1.053  0.072  5.582
Cl  -1.528  1.368  5.213
H  -0.956  -0.884  4.834
C  -0.500  2.465  9.119
Cl  0.513  2.844  7.728
Cl  -2.176  2.196  8.622
Cl  0.123  1.054  9.977
H  -0.480  3.310  9.796
C  -2.540  6.631  3.990
Cl  -1.568  7.097  2.594
Cl  -4.235  6.369  3.535
Cl  -1.849  5.185  4.737
H  -2.507  7.441  4.708
C  -1.744  -4.409  4.398
Cl  -0.826  -3.103  5.161
Cl  -3.404  -3.899  4.087
Cl  -0.966  -4.930  2.904
H  -1.768  -5.247  5.082
C  2.051  -6.541  -8.615
Cl  0.851  -7.203  -9.733
Cl  1.455  -5.072  -7.858
Cl  2.486  -7.742  -7.393
H  2.942  -6.298  -9.180
C  8.056  -3.684  0.471
Cl  8.852  -3.214  -1.030
Cl  9.222  -3.754  1.802
Cl  6.742  -2.578  0.855
H  7.638  -4.674  0.337
C  -4.348  5.729  8.251
Cl  -4.286  6.288  6.579
Cl  -3.011  6.414  9.186
Cl  -5.899  6.133  8.992
H  -4.242  4.651  8.252
C  5.763  -10.106  -7.814
Cl  5.232  -9.139  -9.188
Cl  5.839  -11.817  -8.246
Cl  7.327  -9.545  -7.221
H  5.037  -9.990  -7.019
C  -6.194  7.783  13.036
Cl  -7.710  8.433  12.403
Cl  -5.194  7.157  11.727
Cl  -5.327  9.015  13.959
H  -6.430  6.965  13.704
C  2.814  -4.170  2.307
Cl  3.086  -3.988  0.576
Cl  4.349  -4.150  3.189
Cl  1.737  -2.908  2.903
H  2.339  -5.129  2.478
C  -2.022  4.338  -8.491
Cl  -3.511  5.025  -9.150
Cl  -1.032  3.649  -9.779
Cl  -1.115  5.564  -7.598
H  -2.290  3.543  -7.804

Löwdin population analysis, charges in e, atoms 1 to 2: 0.444, -0.563

(8)
DFT (ωB97M-V with the def2-TZVPD basis set) results for a structure of composition C19H24CrN3O6.

Calculated values
Net charge: +2
LUMO level (spin up / spin down): -7.51 / -7.06 eV
⟨S²⟩: 0.83
Spin multiplicity: 2
E: -65257.664 eV
Gap between HOMO and LUMO (spin up / spin down): 7.8893 / 8.3332 eV

Positions of all 53 atoms, in Å:
Cr  0.093  0.422  0.283
O  -0.814  -1.848  3.690
C  -0.606  -0.980  2.745
O  0.201  -1.135  1.825
C  -1.407  0.265  2.806
C  -2.218  0.713  3.826
C  -2.825  1.962  3.672
C  -2.593  2.707  2.524
C  -1.765  2.171  1.550
N  -1.205  0.982  1.699
C  -1.362  2.820  0.239
O  -1.778  3.888  -0.089
O  -0.524  2.047  -0.447
H  -0.238  -2.628  3.605
H  -2.368  0.114  4.714
H  -3.467  2.349  4.451
H  -3.026  3.687  2.372
O  1.439  1.605  1.456
C  2.710  2.138  0.977
C  3.780  1.067  0.976
C  3.345  -0.176  0.184
C  2.811  0.214  -1.163
C  3.673  0.472  -2.218
C  3.166  0.904  -3.430
C  1.791  1.045  -3.569
C  0.988  0.762  -2.491
N  1.479  0.369  -1.297
H  1.521  1.440  2.403
H  2.991  2.982  1.604
H  2.503  2.517  -0.021
H  4.017  0.770  2.000
H  4.686  1.500  0.548
H  2.578  -0.721  0.738
H  4.194  -0.848  0.068
H  4.736  0.324  -2.079
H  3.826  1.122  -4.259
H  1.346  1.379  -4.495
H  -0.086  0.857  -2.559
C  -2.842  -3.528  -2.216
N  -1.775  -2.607  -1.801
C  -0.465  -2.862  -2.408
C  -1.941  -1.644  -0.925
C  -3.229  -1.461  -0.185
O  -0.988  -0.841  -0.675
H  -2.568  -3.942  -3.183
H  -3.790  -3.014  -2.335
H  -2.952  -4.350  -1.508
H  -0.237  -3.922  -2.309
H  0.301  -2.279  -1.911
H  -0.489  -2.606  -3.467
H  -4.019  -2.133  -0.495
H  -3.565  -0.430  -0.297
H  -3.029  -1.639  0.874

Löwdin population analysis, charges in e, atoms 1 to 2: 0.990, 0.225